# 1
C3H9N2 | ωB97M-V with the def2-TZVPD basis set

Values from the calculation:
2S+1 = 2
E = -229.07958 Ha
energy above the lowest of the compared OMol25 structures with the same formula, charge and spin = 161.7 kJ/mol
orbital gap (spin up / spin down) = 0.3283 / 0.2798 Ha
⟨S²⟩ = 0.76
E_LUMO (spin up / spin down) = 1.2 / -0.4 eV

XYZ file:
```
14
C3H9N2 | the OMol25 dataset | ωB97M-V with the def2-TZVPD basis set
C -1.15 -0.87 -0.47
C -1.07 0.24 0.54
N 1.25 -0.90 0.19
C 1.31 0.51 -0.09
N 0.11 1.11 0.51
H -1.79 -1.72 -0.24
H -1.26 -0.47 -1.48
H 0.16 -1.26 -0.21
H -1.93 0.94 0.50
H -1.05 -0.11 1.57
H 1.23 0.74 -1.17
H 1.99 -1.39 -0.33
H 2.19 1.08 0.26
H 0.01 2.10 0.42
```


# 2
C3H6N4O | ωB97M-V with the def2-TZVPD basis set

Values from the calculation:
E = -411.98146 Ha
energy above the lowest of the compared OMol25 structures with the same formula, charge and spin = 597.2 kJ/mol
orbital gap = 0.3888 Ha
E_LUMO = 1.0 eV

XYZ file:
```
14
C3H6N4O | the OMol25 dataset | ωB97M-V with the def2-TZVPD basis set
C 0.46 0.30 -1.53
C -0.64 0.47 -0.65
C 1.07 -0.21 1.91
N -0.04 -0.47 -2.50
N -1.66 -0.25 -1.07
N -1.25 -0.73 -2.16
N -0.61 1.33 1.14
O 0.66 1.09 1.63
H 1.33 0.86 -1.52
H 1.92 0.01 2.59
H 1.40 -0.74 1.04
H 0.25 -0.77 2.30
H -1.66 -1.47 -2.70
H -1.21 0.58 1.50
```


# 3
C19H24Cl3GeO6PdSe | ωB97M-V with the def2-TZVPD basis set

Values from the calculation:
E = -7176.27639 Ha
charge = +1
orbital gap (spin up / spin down) = 0.1334 / 0.1337 Ha
E_LUMO (spin up / spin down) = -7.6 / -7.6 eV

XYZ file:
```
55
C19H24Cl3GeO6PdSe | the OMol25 dataset | ωB97M-V with the def2-TZVPD basis set
Pd 0.94 -0.87 -1.02
O 0.40 -4.25 0.81
C 0.10 -3.22 0.28
O 0.89 -2.13 0.43
C -1.22 -2.99 -0.44
C -1.80 -1.59 -0.22
C -3.27 -1.55 -0.61
C -3.20 -1.60 -2.15
C -1.70 -1.68 -2.40
O -1.19 -0.82 -1.32
C -1.15 -3.05 -2.01
C 0.22 -3.25 -2.64
O 0.37 -4.06 -3.53
O 1.18 -2.46 -2.23
H -1.90 -3.76 -0.09
H -1.55 -1.11 0.72
H -3.81 -2.39 -0.17
H -3.74 -0.63 -0.26
H -3.71 -2.47 -2.58
H -3.62 -0.70 -2.60
H -1.35 -1.30 -3.35
H -1.78 -3.85 -2.38
Cl 0.35 4.46 -6.47
C 0.66 3.56 -5.06
C 0.76 2.16 -5.17
C 1.00 1.44 -4.04
Cl 1.18 -0.26 -4.05
C 1.17 2.07 -2.74
O 1.41 1.41 -1.72
C 1.06 3.52 -2.71
Cl 1.24 4.29 -1.20
C 0.81 4.23 -3.84
H 0.65 1.67 -6.13
H 0.73 5.31 -3.81
C 2.15 1.71 4.49
Ge 0.42 0.86 4.21
C -0.97 2.20 3.93
C -0.01 -0.40 5.62
C 0.48 -0.26 2.56
Se 1.02 0.73 0.99
C 2.93 0.45 1.18
H 2.12 2.28 5.42
H 2.39 2.41 3.69
H 2.95 0.97 4.57
H -1.01 2.88 4.78
H -1.95 1.72 3.83
H -0.78 2.78 3.03
H -0.07 0.11 6.58
H 0.75 -1.18 5.69
H -0.97 -0.88 5.43
H -0.53 -0.62 2.37
H 1.13 -1.12 2.66
H 3.26 0.95 2.09
H 3.41 0.90 0.31
H 3.12 -0.62 1.24
```


# 4
C4H4O5S | ωB97M-V with the def2-TZVPD basis set

Values from the calculation:
E = -929.14860 Ha
energy above the lowest of the compared OMol25 structures with the same formula, charge and spin = 112.3 kJ/mol
orbital gap = 0.3623 Ha
E_LUMO = 0.3 eV

XYZ file:
```
14
C4H4O5S | the OMol25 dataset | ωB97M-V with the def2-TZVPD basis set
C -0.74 1.39 0.22
C -1.87 -0.65 -0.16
C 0.41 0.64 -0.44
C 0.20 -0.85 -0.27
O -0.71 2.40 0.82
O -2.71 -1.49 -0.18
O -1.97 0.72 0.08
O 1.61 1.11 0.09
O 0.68 -1.64 -1.24
S 0.66 -1.35 1.40
H 0.37 1.13 -1.48
H 1.28 1.81 0.71
H 1.00 -2.58 -0.96
H 1.80 -0.63 1.41
```


# 5
C4H8O3 | ωB97M-V with the def2-TZVPD basis set

Values from the calculation:
SMILES = COC(=O)CCO
E = -382.86514 Ha
energy above the lowest of the compared OMol25 structures with the same formula, charge and spin = 261.7 kJ/mol
orbital gap = 0.4098 Ha
E_LUMO = 0.8 eV

XYZ file:
```
15
C4H8O3 | the OMol25 dataset | ωB97M-V with the def2-TZVPD basis set
C -2.79 0.11 -0.09
O -1.53 0.19 0.56
C -0.46 0.00 -0.22
O -0.42 0.00 -1.43
C 0.74 -0.40 0.50
C 2.01 0.20 -0.23
O 2.92 0.61 0.78
H -3.02 -0.92 -0.34
H -3.55 0.48 0.60
H -2.82 0.71 -1.00
H 0.95 -0.40 1.56
H 0.05 -1.42 0.42
H 2.42 -0.48 -0.97
H 1.71 1.11 -0.78
H 3.79 0.20 0.65
```


# 6
C15H35F2N6O10S2V | ωB97M-V with the def2-TZVPD basis set

Values from the calculation:
2S+1 = 2
E = -3613.46600 Ha
charge = +1
energy above the lowest of the compared OMol25 structures with the same formula, charge and spin = 0.0 kJ/mol
orbital gap (spin up / spin down) = 0.3152 / 0.3244 Ha
⟨S²⟩ = 0.78
E_LUMO (spin up / spin down) = -2.6 / -2.3 eV

XYZ file:
```
71
C15H35F2N6O10S2V | the OMol25 dataset | ωB97M-V with the def2-TZVPD basis set
O -1.16 0.41 1.56
V -0.50 0.01 0.20
N -2.13 0.59 -0.94
S -2.16 1.53 -2.31
O -2.63 2.84 -2.09
O -2.53 0.85 -3.50
F -0.58 1.67 -2.44
S -3.69 0.17 -0.91
O -3.94 -0.94 -1.77
O -4.65 1.19 -0.78
F -3.65 -0.53 0.52
C 1.67 -1.48 2.31
O 1.25 -0.76 1.40
N 1.62 -1.14 3.59
C 2.19 -2.04 4.59
C 1.07 0.10 4.08
H 2.28 -2.37 2.09
H 2.85 -1.48 5.26
H 2.78 -2.82 4.12
H 1.40 -2.43 5.23
H 0.74 0.72 3.25
H 0.29 -0.08 4.83
H 1.83 0.67 4.62
C 1.50 2.38 -0.75
O 1.00 1.49 -0.05
N 2.66 2.29 -1.37
C 3.07 3.33 -2.31
C 3.44 1.07 -1.39
H 0.98 3.33 -0.93
H 4.13 3.56 -2.35
H 2.46 4.22 -2.15
H 2.70 2.98 -3.28
H 4.50 1.32 -1.35
H 3.21 0.45 -0.53
H 3.32 0.57 -2.36
C 1.40 -1.46 -2.11
O 0.59 -0.86 -1.40
N 1.23 -1.72 -3.39
C 2.15 -2.57 -4.13
C 0.09 -1.22 -4.15
H 2.30 -1.95 -1.71
H 2.72 -3.22 -3.46
H 2.87 -1.99 -4.71
H 1.60 -3.24 -4.77
H -0.40 -2.06 -4.66
H -0.60 -0.70 -3.51
H 0.46 -0.62 -4.98
C -1.41 -3.29 0.52
O -1.20 -2.08 0.53
N -1.64 -4.01 -0.58
C -1.44 -5.44 -0.52
C -1.80 -3.41 -1.89
H -1.47 -3.87 1.45
H -2.25 -5.96 -1.04
H -1.45 -5.82 0.50
H -0.45 -5.72 -0.90
H -1.90 -2.33 -1.84
H -0.84 -3.60 -2.40
H -2.58 -3.90 -2.46
C -1.62 4.04 1.60
O -1.11 3.11 1.01
N -1.86 4.07 2.93
C -2.30 5.26 3.63
C -1.42 2.98 3.77
H -1.83 5.01 1.12
H -2.43 6.09 2.93
H -1.61 5.56 4.41
H -3.30 5.11 4.03
H -0.36 3.07 4.03
H -1.95 3.06 4.72
H -1.52 2.00 3.32
```


# 7
C4H14NO2 | ωB97M-V with the def2-TZVPD basis set

Values from the calculation:
E = -365.75210 Ha
charge = +1
energy above the lowest of the compared OMol25 structures with the same formula, charge and spin = 206.4 kJ/mol
orbital gap = 0.4460 Ha
E_LUMO = -2.7 eV

XYZ file:
```
21
C4H14NO2 | the OMol25 dataset | ωB97M-V with the def2-TZVPD basis set
O -0.41 -0.20 -2.41
C 0.05 -1.15 -1.44
C 0.96 -0.33 -0.50
N -0.15 0.73 0.10
C 0.28 2.08 0.45
C 1.57 -1.01 0.66
H -0.54 -0.75 -3.19
H 0.74 -1.76 -2.06
H -0.83 -1.76 -0.77
H 1.65 0.32 -1.08
H -0.93 0.73 -0.54
H -0.50 0.19 1.04
H -0.42 2.73 0.99
H 0.69 2.71 -0.37
H 1.19 2.01 1.11
H 2.43 -1.65 0.40
H 2.12 -0.41 1.37
H 0.82 -1.58 1.25
H -1.69 -0.82 3.13
H -2.76 -0.07 2.69
O -1.86 -0.11 2.46
```


# 8
C21H28BrF2INO9 | ωB97M-V with the def2-TZVPD basis set

Values from the calculation:
E = -4620.06971 Ha
charge = +1
orbital gap = 0.2925 Ha
E_LUMO = -4.3 eV

XYZ file:
```
63
C21H28BrF2INO9 | the OMol25 dataset | ωB97M-V with the def2-TZVPD basis set
C 6.77 -1.30 1.65
C 5.28 -0.89 1.33
O 5.08 0.52 1.27
C 3.70 0.85 1.50
C 2.75 0.12 0.48
O 1.44 0.69 0.41
C 0.57 -0.07 -0.47
C 0.03 -1.37 0.20
C -1.18 -1.39 1.08
C -1.98 -0.07 1.33
C -3.33 -0.25 2.14
C -4.59 -0.62 1.26
Br -4.19 -1.32 -0.53
C -1.60 -2.64 1.68
N -0.91 -3.82 1.43
C 0.19 -3.85 0.61
C 0.72 -2.64 -0.05
C 1.95 -2.85 -0.97
C 1.44 -2.77 -2.48
O 0.42 -3.30 -2.78
I 2.61 -1.72 -3.99
H 6.87 -2.42 1.70
H 7.06 -0.81 2.63
H 7.42 -0.95 0.81
H 4.61 -1.33 2.13
H 5.01 -1.38 0.35
H 3.55 1.96 1.45
H 3.39 0.50 2.53
H 3.26 0.15 -0.53
H 2.63 -0.94 0.85
H -0.23 0.65 -0.78
H 1.19 -0.27 -1.39
H -1.31 0.57 1.98
H -2.12 0.54 0.39
H -3.20 -0.95 3.02
H -3.56 0.75 2.61
H -5.18 -1.42 1.81
H -5.31 0.24 1.13
H -2.50 -2.75 2.33
H -1.25 -4.69 1.85
H 0.66 -4.85 0.45
H 2.80 -2.15 -0.79
H 2.37 -3.90 -0.87
C -2.63 5.05 1.78
C -2.51 3.59 2.11
O -3.48 2.99 1.29
C -3.58 3.80 0.19
O -4.10 3.48 -0.83
O -3.01 5.01 0.41
F -2.83 3.36 3.41
H -3.42 5.55 2.36
H -1.70 5.59 1.91
H -1.52 3.17 1.90
C -0.73 0.30 -4.69
C -1.37 1.60 -5.10
O -2.24 1.88 -4.02
C -1.67 1.31 -2.92
O -1.97 1.57 -1.80
O -0.70 0.42 -3.27
F -2.10 1.44 -6.22
H -1.33 -0.57 -4.96
H 0.27 0.18 -5.10
H -0.67 2.42 -5.23
```


# 9
C39H39I2N7O4PtS | ωB97M-V with the def2-TZVPD basis set

Values from the calculation:
E = -3306.31452 Ha
charge = +2
energy above the lowest of the compared OMol25 structures with the same formula, charge and spin = 0.0 kJ/mol
orbital gap = 0.2544 Ha
E_LUMO = -5.3 eV

XYZ file:
```
93
C39H39I2N7O4PtS | the OMol25 dataset | ωB97M-V with the def2-TZVPD basis set
Pt 0.24 0.32 1.22
I 3.11 4.35 6.76
C 1.95 3.15 5.52
C 1.46 1.94 5.99
C 0.70 1.14 5.15
I 0.02 -0.70 5.85
C 0.40 1.53 3.84
O -0.38 0.74 3.08
C 0.90 2.76 3.39
C 0.65 3.19 1.97
N 1.22 2.17 1.04
C 2.69 2.02 1.27
C 3.02 0.81 2.10
C 4.23 0.72 2.77
C 4.49 -0.40 3.55
C 3.52 -1.39 3.64
C 2.34 -1.23 2.95
N 2.11 -0.16 2.18
C 1.67 3.55 4.22
H 1.68 1.61 6.99
H 1.14 4.14 1.77
H -0.41 3.29 1.73
H 1.10 2.46 0.07
H 3.06 2.91 1.78
H 3.19 1.96 0.31
H 4.95 1.53 2.70
H 5.42 -0.48 4.09
H 3.67 -2.26 4.26
H 1.54 -1.96 3.02
H 2.05 4.50 3.86
C -2.00 -4.42 -2.27
O -1.38 -3.14 -2.39
C -1.29 -2.61 -3.64
C -2.08 -3.00 -4.72
C -1.94 -2.36 -5.95
C -1.03 -1.33 -6.12
C -0.25 -0.93 -5.04
C -0.36 -1.57 -3.82
N 0.48 -1.20 -2.73
C 0.05 -0.50 -1.66
N -1.24 -0.13 -1.68
C -1.93 0.71 -0.80
C -1.52 1.02 0.48
C -2.34 1.84 1.26
C -3.53 2.33 0.76
C -3.96 2.00 -0.52
C -3.16 1.19 -1.30
O -3.46 0.76 -2.56
C -4.64 1.28 -3.17
N 0.86 -0.22 -0.66
C 2.25 -0.50 -0.86
C 2.82 -1.67 -0.41
C 4.17 -1.93 -0.61
C 4.93 -1.00 -1.30
C 4.37 0.18 -1.78
C 3.02 0.43 -1.57
O 2.38 1.56 -1.99
C 3.09 2.44 -2.85
H -1.81 -4.75 -1.25
H -1.54 -5.13 -2.96
H -3.07 -4.37 -2.45
H -2.80 -3.79 -4.61
H -2.56 -2.68 -6.77
H -0.93 -0.84 -7.07
H 0.47 -0.13 -5.14
H 1.44 -1.51 -2.72
H -1.73 -0.31 -2.55
H -2.05 2.08 2.27
H -4.15 2.97 1.38
H -4.89 2.39 -0.90
H -4.66 0.85 -4.17
H -4.59 2.36 -3.23
H -5.53 0.97 -2.63
H 2.19 -2.39 0.11
H 4.61 -2.84 -0.25
H 5.99 -1.19 -1.47
H 4.99 0.88 -2.32
H 2.39 3.22 -3.14
H 3.45 1.92 -3.74
H 3.94 2.90 -2.34
C -3.35 -0.92 2.99
N -3.35 -1.51 1.66
C -4.48 -1.76 0.91
C -4.09 -2.35 -0.24
N -2.72 -2.43 -0.18
C -2.28 -1.87 0.96
S -0.61 -1.86 1.44
H -3.95 -1.54 3.66
H -3.77 0.08 2.93
H -2.33 -0.85 3.35
H -5.47 -1.53 1.28
H -4.66 -2.72 -1.07
H -2.09 -2.78 -0.90
```


# 10
C8H9N3O4 | ωB97M-V with the def2-TZVPD basis set

Values from the calculation:
SMILES = CC(O[C@](C)(O)C(=C=O)C(N)=O)=C1N=N1
E = -775.36113 Ha
energy above the lowest of the compared OMol25 structures with the same formula, charge and spin = 288.1 kJ/mol
orbital gap = 0.3388 Ha
E_LUMO = -0.2 eV

XYZ file:
```
24
C8H9N3O4 | the OMol25 dataset | ωB97M-V with the def2-TZVPD basis set
C 1.45 0.98 -0.17
C 2.73 1.16 0.01
C 1.00 -0.40 -0.63
C 0.51 2.11 0.04
C 0.41 -1.29 1.53
C 1.20 -2.32 1.72
C 0.37 -0.34 -2.02
C -0.14 -0.46 2.65
N 1.91 -3.20 2.53
N 1.96 -3.42 1.31
N -0.80 1.76 0.06
O 2.14 -1.21 -0.62
O 0.88 3.26 0.16
O 0.00 -0.94 0.24
O 3.87 1.31 0.18
H -0.47 0.35 -2.04
H 1.12 0.00 -2.72
H 0.03 -1.33 -2.31
H 0.15 0.59 2.52
H 0.25 -0.82 3.60
H -1.23 -0.52 2.67
H -1.06 0.79 0.15
H -1.47 2.48 0.28
H 1.95 -2.05 -1.04
```


Please write out number 3 again, unchanged.
C19H24Cl3GeO6PdSe | ωB97M-V with the def2-TZVPD basis set

Values from the calculation:
E = -7176.27639 Ha
charge = +1
orbital gap (spin up / spin down) = 0.1334 / 0.1337 Ha
E_LUMO (spin up / spin down) = -7.6 / -7.6 eV

XYZ file:
```
55
C19H24Cl3GeO6PdSe | the OMol25 dataset | ωB97M-V with the def2-TZVPD basis set
Pd 0.94 -0.87 -1.02
O 0.40 -4.25 0.81
C 0.10 -3.22 0.28
O 0.89 -2.13 0.43
C -1.22 -2.99 -0.44
C -1.80 -1.59 -0.22
C -3.27 -1.55 -0.61
C -3.20 -1.60 -2.15
C -1.70 -1.68 -2.40
O -1.19 -0.82 -1.32
C -1.15 -3.05 -2.01
C 0.22 -3.25 -2.64
O 0.37 -4.06 -3.53
O 1.18 -2.46 -2.23
H -1.90 -3.76 -0.09
H -1.55 -1.11 0.72
H -3.81 -2.39 -0.17
H -3.74 -0.63 -0.26
H -3.71 -2.47 -2.58
H -3.62 -0.70 -2.60
H -1.35 -1.30 -3.35
H -1.78 -3.85 -2.38
Cl 0.35 4.46 -6.47
C 0.66 3.56 -5.06
C 0.76 2.16 -5.17
C 1.00 1.44 -4.04
Cl 1.18 -0.26 -4.05
C 1.17 2.07 -2.74
O 1.41 1.41 -1.72
C 1.06 3.52 -2.71
Cl 1.24 4.29 -1.20
C 0.81 4.23 -3.84
H 0.65 1.67 -6.13
H 0.73 5.31 -3.81
C 2.15 1.71 4.49
Ge 0.42 0.86 4.21
C -0.97 2.20 3.93
C -0.01 -0.40 5.62
C 0.48 -0.26 2.56
Se 1.02 0.73 0.99
C 2.93 0.45 1.18
H 2.12 2.28 5.42
H 2.39 2.41 3.69
H 2.95 0.97 4.57
H -1.01 2.88 4.78
H -1.95 1.72 3.83
H -0.78 2.78 3.03
H -0.07 0.11 6.58
H 0.75 -1.18 5.69
H -0.97 -0.88 5.43
H -0.53 -0.62 2.37
H 1.13 -1.12 2.66
H 3.26 0.95 2.09
H 3.41 0.90 0.31
H 3.12 -0.62 1.24
```


- What is the formula in the sixth record?
  C15H35F2N6O10S2V